Molecular formula: C6H8LuO6
Method: DFT, wB97M-V/def2-TZVPD

The geometry in XYZ format:
```
21
Properties=species:S:1:pos:R:3:forces:R:3
O 2.782172 -2.055015 1.765165 0.542 -3.999 0.885
C 2.185421 -1.245085 1.038274 -0.040 4.178 -2.093
O 0.975337 -1.643591 0.678032 -2.161 -0.809 -0.158
O 2.749352 -0.175749 0.615011 -0.425 -2.425 1.470
C 2.187964 0.645311 -0.453000 -0.409 1.599 -1.134
C 0.811561 1.129601 -0.134149 -0.178 -0.469 0.288
C -0.182578 1.076948 -1.027492 -0.228 -0.752 0.244
C -1.568885 1.553802 -0.723106 0.047 0.086 0.025
Lu 1.836911 -3.996282 1.418739 0.563 2.916 0.410
H 2.243293 0.097897 -1.401600 0.037 -0.107 0.310
H 2.892777 1.481799 -0.506297 0.007 -0.249 0.114
H 0.655136 1.562846 0.858671 0.073 0.128 -0.267
H -0.038992 0.600287 -2.002460 0.024 0.296 0.101
H -1.788712 2.437381 -1.335206 -0.075 -0.177 0.165
H -1.699127 1.794103 0.338652 0.061 0.065 -0.217
O -2.584223 0.605454 -1.104031 0.578 -0.425 -2.397
C -2.848030 -0.469370 -0.399271 -3.943 4.026 3.923
O -3.983877 -0.675682 0.025894 0.057 -1.328 -2.736
H -2.765708 -1.004389 1.279939 2.756 0.420 -1.972
O -1.968316 -0.741365 0.562610 1.315 -2.413 3.098
H 0.108526 -0.978902 0.505625 1.399 -0.561 -0.060
```
Forces are in eV/Å.

As for the total charge: +3. The lowest unoccupied orbital energy (spin up / spin down) comes out at -16.58 / -16.58 eV.

Just the natural (NBO) charges please, in e? Sure, here they are:
1 O -0.80
2 C 1.05
3 O -0.85
4 O -0.35
5 C -0.13
6 C -0.31
7 C -0.10
8 C -0.12
9 Lu 2.67
10 H 0.24
11 H 0.28
12 H 0.25
13 H 0.24
14 H 0.28
15 H 0.22
16 O -0.45
17 C 0.96
18 O -0.50
19 H 0.57
20 O -0.79
21 H 0.63



Molecular formula: C3H9OPS2
Method: DFT, wB97M-V/def2-TZVPD

The geometry in XYZ format:
```
16
Properties=species:S:1:pos:R:3:forces:R:3
C 0.504945 0.553098 -1.417403 2.463 2.962 -0.202
C 0.660520 0.288912 1.609372 1.734 0.924 -2.083
C -2.654992 -1.143081 0.092403 0.425 -0.067 1.414
O -2.861541 -0.044390 -0.282640 -0.370 2.568 -0.414
P 1.353162 -0.268622 -0.038323 -0.147 -0.583 1.129
S 3.234640 0.528514 0.051262 0.975 0.434 -0.422
S 1.300479 -2.199168 -0.301695 -0.223 0.193 0.053
H 0.586340 1.709584 -1.502402 -0.042 -1.796 0.803
H 1.059641 0.242575 -2.326757 -0.949 -0.493 0.441
H -0.498865 0.321714 -1.278057 -1.870 -0.720 -0.644
H 0.778311 1.341259 1.707408 -0.717 1.488 -0.903
H -0.320840 -0.021472 1.480250 -1.999 -0.408 0.730
H 1.167582 0.130947 2.523428 0.560 -1.982 0.746
H -2.413061 -1.359521 1.137737 0.016 -0.256 0.303
H -2.676153 -1.900759 -0.612742 0.013 -2.334 -1.296
H 3.471155 0.172336 -1.234536 0.130 0.070 0.346
```
Forces are in eV/Å.

The relative energy (zero: lowest compared OMol25 entry of this formula, charge and spin) comes out at 265.9 kJ/mol. Its SMILES is CP(C)(=S)S.C=O. As for the total charge: 0. The lowest unoccupied orbital energy comes out at 0.59 eV.

Just the natural (NBO) charges please, in e? Sure, here they are:
1 C -0.98
2 C -0.95
3 C 0.29
4 O -0.51
5 P 1.14
6 S -0.28
7 S -0.59
8 H 0.25
9 H 0.26
10 H 0.25
11 H 0.24
12 H 0.24
13 H 0.26
14 H 0.11
15 H 0.12
16 H 0.16



Molecular formula: C4H9NO3
Method: DFT, wB97M-V/def2-TZVPD

The geometry in XYZ format:
```
17
Properties=species:S:1:pos:R:3:forces:R:3
C -1.449314 -0.669753 -1.583302 0.063 0.404 -0.183
C 1.636397 -0.658398 -0.363538 0.219 -0.104 -0.002
O -0.857262 -0.937916 -0.352200 -0.224 -0.846 -0.167
O 2.125331 -1.394944 0.411014 -0.201 0.356 -0.235
H 1.466431 -0.764736 -1.444852 0.002 -0.146 0.009
H -2.299147 -1.351176 -1.730791 0.159 0.007 0.034
H -0.740506 -0.758466 -2.420350 -0.109 -0.088 0.023
H -1.862840 0.351636 -1.642640 0.022 -0.104 0.081
C -0.269231 0.198451 1.924481 0.163 0.155 -0.201
N -0.150082 0.636975 0.546483 0.813 1.072 -0.328
C 1.163018 1.017066 -0.034647 -1.134 -0.305 0.848
O 1.191050 1.688507 -1.088283 -0.034 -0.243 0.105
H -0.923421 1.175810 0.167254 0.173 -0.040 0.063
H 1.844923 1.218372 0.817285 0.099 -0.059 -0.094
H -1.224526 -0.301973 2.058928 0.033 0.004 -0.023
H -0.187045 1.055282 2.597976 -0.006 -0.070 0.052
H 0.536222 -0.504736 2.137184 -0.038 0.005 0.018
```
Forces are in eV/Å.

The relative energy (zero: lowest compared OMol25 entry of this formula, charge and spin) comes out at 639.0 kJ/mol. As for the total charge: 0. The lowest unoccupied orbital energy (spin up / spin down) comes out at -0.31 / -1.83 eV.

Just the natural (NBO) charges please, in e? Sure, here they are:
1 C -0.28
2 C 0.50
3 O -0.52
4 O -0.46
5 H 0.18
6 H 0.19
7 H 0.16
8 H 0.17
9 C -0.43
10 N -0.36
11 C 0.24
12 O -0.64
13 H 0.41
14 H 0.17
15 H 0.23
16 H 0.21
17 H 0.23



Molecular formula: C3H9N2O2S
Method: DFT, wB97M-V/def2-TZVPD

The geometry in XYZ format:
```
17
Properties=species:S:1:pos:R:3:forces:R:3
C -2.599047 1.715099 0.381685 2.422 4.075 -2.158
C 2.696341 -2.695848 -1.757426 -1.479 -0.934 1.560
C -2.083171 1.664486 1.744204 -1.811 0.408 0.428
N -0.976342 1.190289 2.049012 5.241 -0.144 -0.902
N 1.980140 -1.906996 -0.784601 1.318 1.409 0.085
O 2.613816 -0.109970 -1.025313 1.125 -1.357 0.972
O 0.222512 -0.022788 -0.270835 1.579 -0.568 -1.388
S 1.191889 -0.443449 -1.338096 -3.311 0.164 0.537
H -3.199722 0.874730 0.344767 -2.502 -1.079 -0.491
H -1.907751 1.629621 -0.535886 -0.215 -0.326 1.993
H -2.929756 2.829669 0.233899 -0.764 -2.398 0.294
H 2.168437 -3.710541 -1.598018 0.196 1.299 -0.688
H 3.686280 -2.972725 -1.446695 0.628 0.382 0.382
H 2.673663 -2.250084 -2.715024 -0.131 -0.167 -1.312
H -2.765730 1.953105 2.545998 0.097 -0.015 -0.070
H -0.294356 1.075875 1.205281 -1.135 -0.699 1.499
H -0.477204 1.179529 2.967046 -1.259 -0.048 -0.742
```
Forces are in eV/Å.

The relative energy (zero: lowest compared OMol25 entry of this formula, charge and spin) comes out at 465.2 kJ/mol. As for the total charge: +1. The lowest unoccupied orbital energy comes out at -5.00 eV.

Just the natural (NBO) charges please, in e? Sure, here they are:
1 C -0.72
2 C -0.49
3 C 0.32
4 N -0.61
5 N -0.21
6 O -0.68
7 O -1.00
8 S 1.64
9 H 0.28
10 H 0.28
11 H 0.28
12 H 0.29
13 H 0.26
14 H 0.22
15 H 0.23
16 H 0.48
17 H 0.45



Molecular formula: C2H11B2Be2Cl5
Method: DFT, wB97M-V/def2-TZVPD

The geometry in XYZ format:
```
22
Properties=species:S:1:pos:R:3:forces:R:3
Be -1.401852 0.592774 -1.197006 0.421 -0.476 3.062
Be -1.578602 -1.203806 1.398044 0.079 2.062 -3.582
B -0.287362 -0.594836 -0.073826 -0.707 -0.899 0.423
H -0.992642 -1.367306 -0.338586 -1.155 -3.371 -0.813
H -0.786732 0.252444 0.370014 -0.795 1.675 0.953
H 0.323078 -1.008516 0.713874 2.838 -1.040 3.048
H 0.263778 -0.262956 -0.940056 2.124 0.546 -3.326
B -2.857682 -0.126986 0.156274 -0.666 -1.061 0.655
H -2.220762 0.440994 0.816554 1.698 1.993 3.278
H -2.262912 -0.826076 -0.410966 0.004 -2.200 -1.971
H -3.627522 -0.623256 0.726624 -3.541 -1.779 1.408
H -3.265842 0.575564 -0.553706 -2.092 3.235 -2.404
C 2.574978 -1.116766 -0.485576 1.159 -1.071 -0.108
Cl 2.120578 -1.880826 1.066214 1.317 -0.645 0.143
Cl 2.348228 -2.185136 -1.874406 -0.158 0.063 0.368
Cl 4.254858 -0.524236 -0.439366 -0.691 -0.342 0.167
H 1.922728 -0.254146 -0.621806 0.741 -1.832 0.460
C 1.144528 2.077714 0.468724 1.500 -1.075 0.054
Cl -0.591952 2.312984 0.212494 -0.908 1.992 -0.678
Cl 1.934588 1.484764 -0.964536 0.039 3.661 -1.540
H 1.663558 2.976244 0.802404 -0.662 0.242 -0.057
H 1.322968 1.261374 1.168624 -0.546 0.323 0.461
```
Forces are in eV/Å.

As for the total charge: +2. The lowest unoccupied orbital energy comes out at -11.57 eV.

Just the natural (NBO) charges please, in e? Sure, here they are:
1 Be 1.71
2 Be 1.81
3 B -1.35
4 H 0.05
5 H 0.03
6 H 0.16
7 H 0.13
8 B -1.23
9 H 0.02
10 H 0.03
11 H 0.18
12 H 0.17
13 C -0.31
14 Cl 0.02
15 Cl 0.05
16 Cl 0.07
17 H 0.18
18 C -0.42
19 Cl 0.03
20 Cl 0.12
21 H 0.30
22 H 0.24



Molecular formula: C20H60N10O10
Method: DFT, wB97M-V/def2-TZVPD

The geometry in XYZ format:
```
100
Properties=species:S:1:pos:R:3:forces:R:3
C -0.257073 -0.712341 4.068972 -1.206 -3.346 3.667
O -0.505791 -1.850141 4.876213 1.489 5.835 -4.694
N 0.932846 -0.290665 3.644052 5.361 -3.649 0.767
N -1.176886 0.168501 3.665489 -3.008 -4.908 2.194
H 1.138449 0.621381 3.258357 -0.155 0.165 0.111
H 1.794951 -0.965563 3.850263 -2.693 2.320 -0.468
H -2.101998 -0.189728 3.983196 1.178 1.647 -0.393
H -1.061211 1.019487 3.217195 0.513 1.442 -0.768
C 3.580838 -0.995883 -3.530303 -4.191 -6.413 3.950
O 2.928684 -2.038148 -2.960686 3.024 4.243 -2.326
N 3.262732 -0.555374 -4.674565 -2.319 0.428 -5.604
N 4.423258 -0.225302 -2.953707 3.843 1.841 3.540
H 2.528231 -1.047955 -5.128612 -0.376 -0.225 -0.437
H 3.528222 0.313024 -5.100922 0.257 0.044 0.199
H 4.719221 -0.475483 -1.971441 0.279 0.874 -2.164
H 4.830650 0.571077 -3.501317 -0.067 -1.414 1.312
C -1.932724 2.738760 2.193714 -8.177 -2.530 3.735
O -3.167721 2.506575 2.686503 4.433 1.766 -1.883
N -0.902765 2.752181 2.959908 2.149 1.146 5.079
N -1.678653 2.606364 0.941554 -2.012 0.573 -5.740
H -0.988544 2.750010 4.029518 -0.209 0.228 -2.591
H 0.026859 2.876796 2.604173 0.898 0.271 -0.031
H -2.493258 2.521326 0.260370 1.676 0.046 1.669
H -0.827109 2.210908 0.639141 0.908 -0.182 -0.375
C -1.657825 -1.064987 -4.015552 -4.821 6.229 3.065
O -2.008091 -0.162835 -2.994803 1.888 -4.774 -4.647
N -0.585054 -1.730745 -4.058650 4.612 -1.724 2.643
N -2.407833 -1.135852 -5.117287 -3.799 1.266 -0.769
H -0.046958 -1.750762 -3.194776 0.062 0.126 -0.345
H -0.188794 -2.296809 -4.769229 -0.428 -0.350 -0.788
H -3.400961 -0.784511 -5.153085 1.945 -0.161 0.697
H -2.248761 -1.690092 -5.923030 0.788 -0.757 -0.210
C 2.139483 2.613192 1.212367 -0.094 3.238 7.736
O 1.723784 2.724573 2.552834 2.232 -0.565 -5.993
N 1.766054 1.674736 0.462882 -3.175 -4.512 -1.109
N 2.981523 3.487104 0.636769 0.843 1.093 0.342
H 1.185113 0.864056 0.744693 0.022 0.829 0.406
H 2.155466 1.495346 -0.416697 0.908 0.389 -1.440
H 3.525693 4.159900 1.190803 -0.799 -0.677 -0.461
H 3.180104 3.364323 -0.354512 0.183 0.140 0.525
C -0.274805 -2.924193 1.263986 -2.213 1.966 1.877
C 0.417527 -1.731380 0.653403 0.271 -4.399 -4.166
C 0.436079 -1.884904 -0.839798 0.730 -3.563 -0.659
O -0.102629 -0.564924 0.836458 -2.739 5.355 1.302
H -1.429730 -2.916518 1.350761 1.805 0.325 -0.667
H 0.058038 -2.894517 2.278097 0.047 -0.660 1.095
H 0.047010 -3.782985 0.795746 0.619 -2.018 -0.877
H 1.400952 -1.659529 0.982615 2.346 -0.878 0.763
H -0.510090 -1.895656 -1.359170 -0.984 -0.206 0.722
H 0.957427 -2.868887 -1.070680 -0.445 1.183 -0.106
H 0.931243 -1.131507 -1.344113 1.649 1.715 -0.730
H -0.400704 -0.637700 1.724941 -1.064 1.202 1.608
C -3.094391 -0.120467 0.012719 1.512 -2.170 0.284
C -4.129240 -0.593289 -0.974329 -0.425 -5.831 6.802
C -5.445580 -0.844233 -0.195447 -1.227 0.388 0.586
O -4.414076 0.138229 -1.924436 -0.501 6.821 -8.927
H -2.231217 0.292347 -0.461044 0.692 0.044 -0.693
H -2.732813 -1.020811 0.574550 -0.158 0.648 -0.498
H -3.340525 0.567337 0.770665 -1.225 0.983 0.803
H -3.834722 -1.543382 -1.489142 0.406 -0.599 1.478
H -6.314296 -0.964424 -0.869898 0.584 -0.144 -0.026
H -5.804990 -0.053371 0.529128 0.956 -0.273 -0.918
H -5.393853 -1.715420 0.423222 0.151 -0.816 0.371
H -3.634663 0.033743 -2.569899 -1.071 0.898 0.745
C 0.993374 1.329112 -2.841504 -1.911 0.807 -1.272
C 2.156041 2.284973 -2.985760 -6.357 3.734 -4.767
C 1.775302 3.742184 -2.660000 -0.992 1.166 -1.549
O 3.068847 1.888530 -2.246172 7.733 -3.430 5.848
H 1.342261 0.352178 -3.138366 -0.092 -0.470 -0.347
H 0.123350 1.655614 -3.480047 0.728 -0.673 0.625
H 0.629493 1.206194 -1.821928 -0.015 0.373 0.066
H 2.493172 2.288752 -4.028894 -0.289 0.041 -0.758
H 2.510493 4.598265 -2.907110 -0.685 -1.746 0.560
H 1.434796 3.791679 -1.630817 0.082 0.242 0.269
H 0.865809 3.994333 -3.288348 0.911 -0.230 0.712
H 3.302139 0.952433 -2.501057 0.077 1.138 0.879
C -5.395087 0.202849 3.617580 -0.928 -0.947 0.158
C -4.324594 -0.627901 4.390795 -6.729 -5.664 -4.223
C -3.635357 -1.611557 3.400011 -0.056 -0.290 0.528
O -3.499336 0.093632 4.952266 6.699 7.155 5.646
H -6.238576 -0.456484 3.321837 0.066 0.438 0.591
H -5.021010 0.498830 2.660591 0.734 0.489 -0.479
H -5.730475 1.133026 4.132605 0.160 -0.843 -0.093
H -4.735804 -1.168184 5.267835 -1.270 -1.138 -1.119
H -3.016539 -1.067413 2.634290 -1.043 -0.710 0.596
H -4.412667 -2.243622 2.981213 -0.132 0.237 -0.643
H -3.005756 -2.345757 3.932765 0.158 0.639 -0.015
H -3.929779 0.467056 5.749211 1.030 0.159 -0.722
C 3.910359 -0.350856 0.360695 -1.161 2.908 -1.561
C 5.189968 -0.966191 0.076473 -1.936 -7.126 7.665
C 5.049949 -2.414437 -0.397877 -0.517 -2.290 0.709
O 5.960843 -0.362890 -0.686217 6.054 6.364 -6.856
H 3.281189 -0.725018 1.117980 -0.166 -0.896 1.070
H 3.253735 -0.271277 -0.526469 0.270 -0.399 0.099
H 4.150671 0.684409 0.592109 -0.225 0.306 0.324
H 5.814240 -0.947378 1.026201 -1.599 -0.808 0.334
H 5.616663 -3.177894 0.234201 -0.406 1.094 -1.013
H 5.254158 -2.544766 -1.470375 0.548 0.203 0.346
H 4.017582 -2.760073 -0.379015 -0.246 0.032 0.357
H 6.876449 -0.482347 -0.416829 -0.173 0.168 -0.539
```
Forces are in eV/Å.

The relative energy (zero: lowest compared OMol25 entry of this formula, charge and spin) comes out at 1229.7 kJ/mol. Its SMILES is NC(N)=O.NC(N)=O.NC(N)=O.NC(N)=O.NC(N)=O.CC(C)O.CC(C)O.CC(C)O.CC(C)O.CC(C)O. As for the total charge: 0. The lowest unoccupied orbital energy comes out at -0.30 eV.

Löwdin population analysis, charges in e, atoms 1 to 99:
1 C -0.56
2 O -0.15
3 N 0.13
4 N 0.17
5 H 0.07
6 H 0.18
7 H 0.07
8 H 0.02
9 C -0.68
10 O -0.08
11 N 0.19
12 N 0.16
13 H 0.12
14 H 0.13
15 H 0.11
16 H 0.17
17 C -0.68
18 O -0.09
19 N 0.13
20 N 0.18
21 H 0.19
22 H 0.03
23 H 0.16
24 H 0.07
25 C -0.55
26 O -0.11
27 N 0.21
28 N 0.16
29 H 0.09
30 H 0.12
31 H 0.15
32 H 0.09
33 C -0.56
34 O -0.16
35 N 0.20
36 N 0.18
37 H 0.11
38 H 0.05
39 H 0.13
40 H 0.09
41 C 0.00
42 C -0.59
43 C -0.04
44 O -0.03
45 H 0.13
46 H 0.06
47 H 0.05
48 H 0.10
49 H 0.07
50 H 0.12
51 H 0.02
52 H 0.05
53 C -0.05
54 C -0.66
55 C -0.04
56 O -0.02
57 H 0.04
58 H 0.08
59 H 0.04
60 H 0.14
61 H 0.08
62 H 0.08
63 H 0.05
64 H 0.08
65 C -0.03
66 C -0.66
67 C -0.03
68 O -0.04
69 H 0.05
70 H 0.11
71 H 0.07
72 H 0.13
73 H 0.11
74 H 0.06
75 H 0.10
76 H 0.06
77 C -0.03
78 C -0.62
79 C -0.04
80 O -0.02
81 H 0.08
82 H 0.03
83 H 0.09
84 H 0.15
85 H 0.06
86 H 0.08
87 H 0.08
88 H 0.16
89 C -0.04
90 C -0.67
91 C -0.03
92 O 0.00
93 H 0.07
94 H 0.08
95 H 0.10
96 H 0.16
97 H 0.10
98 H 0.08
99 H 0.07



F_max list, top to bottom, in eV Å⁻¹: 6.87 3.86 1.45 5.32 4.54 11.31